Density functional theory data (wB97M-V/def2-TZVPD) for a cluster of 3 separate species, C19H41F2INO9S in total.

Structure (XYZ):
```
74
Properties=species:S:1:pos:R:3:forces:R:3
C 1.15605 4.30369 1.21698 0.0286 0.0751 0.1925
C 0.11732 5.29650 1.72376 0.0557 -0.0704 -0.2066
I -0.55241 4.74778 3.70918 -0.1920 -0.1364 -0.0664
C -1.01350 5.70398 0.76994 0.0880 0.0763 0.0739
C -1.99541 4.73230 0.09924 0.0479 -0.0545 -0.0179
O -1.33339 3.61917 -0.46943 0.1752 -0.0726 -0.0688
C -1.77318 2.32108 -0.11455 -0.0048 0.1366 -0.0764
C -1.98821 2.21155 1.36735 -0.0663 -0.3655 0.0304
N -3.09276 3.13923 1.78143 -0.1622 0.0932 0.0634
F -4.27878 2.41312 1.77755 0.0904 0.0745 0.1000
C -3.27898 4.27898 0.83304 0.0077 -0.0293 -0.0904
S -4.20415 5.65283 1.54320 -0.1342 0.0242 -0.1855
O -3.65847 6.06094 2.78635 -0.1601 -0.0856 -0.3652
O -4.49263 6.50086 0.44239 0.1210 -0.2431 0.6448
F -5.48107 4.81197 1.87289 -0.0193 0.2996 -0.0251
H 1.91337 4.14401 1.98422 -0.0070 0.0380 -0.0339
H 0.75405 3.33662 0.93995 -0.0947 -0.0774 -0.0647
H 1.65760 4.73539 0.34944 -0.0699 -0.0542 -0.1166
H 0.65951 6.21576 1.93472 -0.1645 0.0732 0.1210
H -1.60147 6.50055 1.23029 0.0521 0.0503 0.0257
H -0.49756 6.18215 -0.06831 0.0018 -0.0363 -0.0488
H -2.43268 5.30080 -0.72709 0.0503 0.0995 0.0119
H -0.98558 1.62786 -0.40351 0.0170 0.0097 0.0130
H -2.67689 2.03272 -0.66290 -0.0073 0.0272 -0.0350
H -2.30352 1.21537 1.66284 0.0211 -0.1180 0.1365
H -1.12044 2.47679 1.96158 0.1055 0.1756 0.0195
H -2.97633 3.45950 2.75751 0.2395 0.0750 0.0677
H -3.96454 3.89374 0.07679 0.0826 -0.1400 -0.0174
C -1.26056 -2.56274 6.15338 -0.0738 -0.0863 0.0181
O -1.35044 -2.72487 4.75339 0.1874 0.1560 -0.0610
C -2.33602 -1.92339 4.14764 -0.0784 -0.0670 0.0756
C -1.95208 -1.56917 2.72967 -0.0144 -0.0068 -0.0327
O -0.90346 -0.60719 2.62239 -0.1671 0.1794 -0.0990
C 0.43026 -1.04189 2.88993 0.0603 0.0541 0.0260
C 1.02037 -1.93913 1.82834 0.0950 -0.0713 -0.0112
O 0.48789 -3.24045 1.90855 -0.2409 0.0971 -0.0496
C 0.52476 -3.93327 0.67670 0.1165 -0.0404 0.0325
H -2.15023 -2.94454 6.66466 -0.0195 0.0144 -0.0105
H -0.39433 -3.12916 6.48655 -0.0092 -0.0192 0.0047
H -1.12370 -1.50905 6.42325 -0.0001 -0.0027 -0.0115
H -2.49240 -1.00219 4.72487 0.0301 0.0228 -0.0129
H -3.29132 -2.46510 4.11077 -0.0473 0.0446 0.0538
H -2.82751 -1.09102 2.27509 0.0307 -0.0308 -0.0266
H -1.72322 -2.46696 2.15471 0.0724 -0.0256 0.0783
H 0.49903 -1.50925 3.87238 -0.0503 -0.0891 -0.0393
H 1.02295 -0.12356 2.90528 -0.0239 -0.0052 0.0390
H 2.10854 -1.96741 1.97936 0.0318 0.0134 -0.0750
H 0.82949 -1.50705 0.83609 -0.0164 0.0204 -0.0025
H 0.03705 -3.35537 -0.11668 0.0184 0.0028 -0.0107
H -0.01171 -4.86901 0.81313 0.0284 -0.0176 0.0283
H 1.55291 -4.15068 0.37016 -0.0055 0.0104 -0.0372
C 4.05476 -3.04566 -1.45078 -0.1074 0.0292 0.0823
O 3.08451 -2.77436 -2.43541 0.0781 -0.0515 -0.1841
C 3.08293 -1.43160 -2.87738 -0.0195 0.0256 0.1255
C 2.65409 -1.31937 -4.32294 -0.0986 0.0411 0.0113
O 3.62676 -1.74905 -5.25135 0.0552 0.0555 -0.0368
C 3.78687 -3.14291 -5.46200 0.0567 -0.0838 0.0137
C 2.69959 -3.78080 -6.29314 -0.0440 -0.1071 -0.0534
O 1.51007 -3.95584 -5.54381 0.0260 0.2512 0.0574
C 0.35098 -3.98428 -6.34365 -0.0125 -0.1124 -0.0073
H 3.81453 -2.54451 -0.50392 0.0479 0.0069 0.0057
H 4.06019 -4.12171 -1.28836 -0.0099 0.0006 0.0214
H 5.05279 -2.73013 -1.77264 -0.0058 0.0050 -0.0041
H 4.07992 -0.98981 -2.76497 0.0219 -0.0209 -0.0234
H 2.37954 -0.84454 -2.26574 0.0528 0.0401 0.0328
H 2.52389 -0.25385 -4.52995 -0.0591 -0.0035 -0.0085
H 1.69392 -1.81792 -4.47797 0.0525 -0.0901 0.0297
H 3.91157 -3.68089 -4.51983 -0.0870 0.0186 0.0165
H 4.71495 -3.22792 -6.03013 0.0214 -0.0235 0.0354
H 3.06365 -4.75726 -6.64004 -0.0207 0.0052 -0.0678
H 2.50626 -3.15698 -7.17389 0.0004 0.0307 0.0061
H 0.28349 -3.09459 -6.98033 0.0073 0.0023 0.0027
H -0.50602 -4.00526 -5.67287 -0.0017 -0.0254 -0.0019
H 0.31856 -4.87354 -6.98335 0.0199 0.0083 -0.0116
```
Forces are in eV/Å.

F_max: 0.700 eV Å⁻¹
Total charge: +1
HOMO-LUMO gap: 7.536 eV

Density functional theory data (wB97M-V/def2-TZVPD) for a cluster of 2 separate species, C6H17PSi in total in a non-equilibrium geometry.

Structure (XYZ):
```
25
Properties=species:S:1:pos:R:3:forces:R:3
C -0.67290 -1.45678 2.02329 0.0773 0.1157 -0.1401
C 1.69082 -0.63709 1.54881 -0.2079 0.0701 -0.1573
C -0.09680 1.01046 2.27848 0.1029 -0.0683 -0.2879
C 0.41867 1.77295 -1.85074 -0.3986 -0.4903 0.1322
C 0.41041 -1.28500 -2.43097 -0.3296 0.3497 0.2434
C 0.23885 -0.32106 1.69233 -0.2241 0.0657 -0.6751
Si -0.49175 0.11912 -1.49997 0.9131 0.1711 0.4765
P -2.66970 0.20333 -2.08853 0.0404 -0.8868 0.0508
H -0.46012 -2.32278 1.40073 -0.0223 -0.1147 -0.0184
H -0.54643 -1.76188 3.06976 0.0318 -0.0322 0.1294
H -1.71379 -1.17478 1.88818 -0.1235 -0.0225 0.0130
H 2.23200 0.19885 1.11070 0.1119 0.0621 -0.0263
H 1.84669 -1.51847 0.93068 0.0595 -0.0996 -0.0353
H 2.13515 -0.83854 2.53081 0.0699 -0.0327 0.1269
H -1.15989 1.22079 2.20601 -0.1187 0.0844 -0.0164
H 0.17154 1.03453 3.33917 0.0489 -0.0044 0.2258
H 0.46574 1.80637 1.78820 -0.0538 0.0576 0.0210
H -0.10577 2.60920 -1.39697 -0.1012 0.0871 0.0908
H 1.42931 1.76025 -1.45442 0.1932 -0.0833 0.0985
H 0.48508 1.96525 -2.92094 -0.0394 -0.0501 -0.1600
H -0.28829 -2.04366 -2.77085 -0.1199 -0.1238 -0.0055
H 0.94676 -0.90710 -3.29812 0.0368 0.1335 -0.1359
H 1.13703 -1.76689 -1.78461 0.1408 -0.0803 0.1404
H -2.95238 1.22252 -1.19634 -0.1740 0.4824 0.5440
H -2.45023 1.11041 -3.11469 0.0866 0.4096 -0.6346
```
Forces are in eV/Å.

F_max: 1.044 eV Å⁻¹
HOMO-LUMO gap (spin up / spin down): 7.176 / 7.619 eV
Relative energy (zero: lowest compared OMol25 entry of this formula, charge and spin): 168.0 kJ/mol